Entry from the OMol25 dataset: a 2-piece molecular cluster, C5H7N overall at a distorted geometry (ωB97M-V with the def2-TZVPD basis set).

Summary:
ΔE to the lowest compared entry with this formula, charge and spin = 149.7 kcal per mole
calculated total energy = -249.2347 a.u.
net charge = 0
molar mass = 81.12 g/mol
E_HOMO = -8.78 eV

Bonds (Å) are listed after each position.
Element x y z (Å)
1 C -4.096 -0.307 -0.118  N6 1.133, H7 1.045
2 C 0.415 1.197 0.479  C3 1.579, C4 1.374, H8 1.139, H9 1.010
3 C 1.086 0.097 -0.435  C2 1.579, C4 1.542, C5 1.481, H10 1.087
4 C -0.406 0.242 -0.071  C2 1.374, C3 1.542
5 C 1.985 -1.022 -0.075  C3 1.481, H11 1.005, H12 1.075, H13 1.182
6 N -5.087 -0.807 0.109  C1 1.133
7 H -3.374 0.326 -0.533  C1 1.045
8 H 0.659 1.353 1.580  C2 1.139
9 H 0.664 2.106 0.115  C2 1.010
10 H 1.368 0.650 -1.327  C3 1.087
11 H 2.771 -0.870 -0.684  C5 1.005
12 H 1.613 -2.031 -0.068  C5 1.075
13 H 2.403 -0.936 1.028  C5 1.182

How positive or negative is each atom? The natural (NBO) charges in e answer that: atom 1 (C): 0.084, atom 2 (C): -0.614, atom 3 (C): -0.356, atom 4 (C): 0.161, atom 5 (C): -0.610, atom 6 (N): -0.318, atom 7 (H): 0.229, atom 8 (H): 0.257, atom 9 (H): 0.281, atom 10 (H): 0.236, atom 11 (H): 0.217, atom 12 (H): 0.227, atom 13 (H): 0.205